65
Properties=species:S:1:pos:R:3:forces:R:3 method="wB97M-V/def2-TZVPD" orbital_gap_ev="7.58 / 6.18" total_charge=+3 e_tot_ha=-2404.95166 de_lowest_ev=1.930 homo_ev="-15.96 / -16.31" multiplicity=5
Ru -0.642 1.074 1.006 0.1 -0.1 0.4
N -2.484 4.178 3.257 0.1 0.0 0.1
C -1.578 3.203 3.268 0.0 0.0 0.2
N -1.549 2.664 2.060 0.0 -0.2 -0.7
C -2.483 3.374 1.355 0.1 -0.1 0.3
N -3.070 4.299 2.058 -0.1 0.1 -0.1
C -2.692 3.017 -0.035 0.1 -0.2 0.1
C -3.530 3.756 -0.877 0.0 -0.2 -0.1
N -3.779 3.356 -2.135 -0.3 0.3 -0.1
C -3.120 2.331 -2.581 0.2 -0.1 0.3
C -2.090 1.664 -1.807 -0.7 0.0 0.3
N -2.025 1.925 -0.418 -0.1 0.2 -1.2
H -2.760 4.791 4.013 0.0 0.0 0.0
H -0.982 2.928 4.124 0.0 0.0 0.0
H -4.041 4.640 -0.516 0.0 0.0 0.0
H -3.334 1.981 -3.588 0.0 0.0 0.0
H -1.928 0.619 -2.053 0.2 0.3 0.0
N 1.491 -6.463 -3.396 -0.1 0.1 0.0
C 1.323 -5.243 -2.909 0.0 0.1 0.0
C 2.210 -4.184 -3.279 0.1 0.0 -0.1
C 2.043 -2.941 -2.763 -0.1 0.1 0.1
C 1.004 -2.697 -1.823 -0.1 0.0 -0.1
C 0.075 -3.715 -1.504 0.0 0.2 0.1
C 0.238 -4.959 -2.022 -0.1 -0.2 0.0
S 0.660 -0.988 -1.441 0.3 1.1 0.6
O -0.649 -0.669 -1.967 0.1 -0.5 0.0
O 1.752 -0.220 -1.993 -0.3 -0.2 0.0
N 0.562 -0.749 0.202 0.0 -0.2 -0.3
C 1.598 -1.460 0.839 0.7 -0.6 0.2
N 2.280 -2.335 0.086 -0.3 0.2 -0.5
C 3.297 -3.033 0.570 -0.1 0.0 -0.1
C 3.684 -2.896 1.883 0.0 0.1 0.1
C 2.909 -2.018 2.627 0.0 -0.1 0.0
N 1.889 -1.327 2.126 -0.6 0.6 0.1
H 2.239 -6.674 -4.039 0.0 0.0 0.0
H 0.856 -7.214 -3.167 0.0 0.0 0.0
H 3.001 -4.376 -3.994 0.0 0.0 0.0
H 2.686 -2.121 -3.052 0.0 0.0 0.0
H -0.774 -3.502 -0.866 0.1 0.0 0.0
H -0.469 -5.747 -1.790 0.0 0.0 0.0
H 3.792 -3.707 -0.123 0.0 0.0 0.1
H 4.520 -3.436 2.299 0.0 0.0 0.0
H 3.113 -1.857 3.681 0.0 0.0 0.0
N -1.599 -0.504 2.808 0.1 0.1 0.0
C -0.562 0.082 3.547 0.2 -0.1 0.2
C -0.419 0.013 4.924 0.0 -0.1 0.1
C 0.612 0.725 5.514 0.0 0.0 0.0
C 1.480 1.472 4.721 0.0 0.0 0.1
C 1.275 1.490 3.359 0.2 -0.1 -0.1
N 0.267 0.816 2.795 0.1 -0.2 0.4
H -2.341 -0.895 3.373 -0.1 0.0 0.0
H -1.283 -1.177 2.116 0.1 -0.2 0.1
H -1.089 -0.595 5.518 0.0 0.0 0.0
H 0.745 0.700 6.588 0.0 0.0 0.0
H 2.296 2.031 5.155 0.0 0.0 0.0
H 1.920 2.041 2.688 0.0 0.0 0.0
C -0.260 1.845 -4.610 0.2 -0.1 0.1
Te -0.055 2.531 -2.612 0.0 0.2 -0.5
C -0.779 4.488 -3.048 0.2 0.1 0.1
H -0.970 2.479 -5.130 -0.1 0.0 0.0
H -0.583 0.809 -4.569 0.0 0.0 0.0
H 0.723 1.905 -5.072 0.0 0.0 0.0
H -0.066 4.939 -3.738 0.0 -0.1 0.0
H -0.792 5.079 -2.135 0.0 -0.1 0.0
H -1.765 4.458 -3.506 0.0 -0.1 0.0



42
Properties=species:S:1:pos:R:3:forces:R:3 method="wB97M-V/def2-TZVPD" orbital_gap_ev=8.68 total_charge=0 e_tot_ha=-1012.12006 de_lowest_ev=0.308 homo_ev=-8.02 smiles="Cc1cccc(OCCCC(=O)Nc2nc3ccccc3[nH]2)c1"
C 6.274 0.043 -0.510 0.0 0.0 0.0
C 4.989 -0.598 -0.082 0.0 -0.1 0.1
C 3.783 -0.094 -0.561 -0.3 0.1 -0.1
C 2.580 -0.670 -0.184 0.1 -0.2 0.2
C 2.581 -1.763 0.683 -0.1 0.1 -0.1
C 3.776 -2.260 1.158 -0.1 0.0 0.0
C 4.977 -1.681 0.782 0.1 0.1 -0.1
H 5.908 -2.076 1.161 0.1 0.0 0.0
H 3.772 -3.107 1.829 0.0 -0.1 0.1
H 1.638 -2.206 0.960 -0.1 -0.1 0.0
O 1.340 -0.264 -0.604 0.1 -0.3 0.2
C 1.195 0.923 -1.354 0.0 0.5 -0.3
C 1.357 2.194 -0.508 0.0 -0.4 0.0
H 0.971 3.037 -1.082 0.0 0.0 0.0
H 2.414 2.374 -0.305 0.0 0.1 0.0
C 0.632 2.107 0.842 0.0 0.2 -0.1
C -0.860 1.899 0.679 0.5 0.0 0.2
O -1.667 2.807 0.708 -0.2 0.2 0.0
N -1.213 0.595 0.501 0.0 -0.3 0.0
C -2.498 0.136 0.315 -0.5 -0.2 -0.1
N -2.780 -1.119 0.101 0.7 0.0 0.1
C -4.148 -1.157 -0.020 -0.4 0.6 0.1
C -5.001 -2.229 -0.255 0.1 0.1 0.0
C -6.353 -1.967 -0.329 -0.1 -0.2 0.0
C -6.862 -0.677 -0.175 -0.1 0.1 0.0
C -6.033 0.404 0.059 0.0 0.1 0.0
C -4.676 0.149 0.134 -0.2 -0.7 -0.1
N -3.586 0.956 0.348 0.3 0.2 0.1
H -3.534 1.953 0.498 0.1 -0.1 0.0
H -6.426 1.403 0.178 -0.1 0.1 0.0
H -7.929 -0.521 -0.240 -0.1 0.0 0.0
H -7.042 -2.780 -0.510 0.0 -0.1 0.0
H -4.607 -3.225 -0.374 0.0 -0.1 0.0
H -0.492 -0.113 0.410 0.0 0.1 0.0
H 1.054 1.292 1.432 0.0 0.0 0.0
H 0.780 3.045 1.378 -0.1 -0.1 0.0
H 1.892 0.942 -2.200 -0.1 -0.1 0.1
H 0.180 0.868 -1.757 0.2 0.0 0.0
H 3.814 0.746 -1.238 0.0 0.1 -0.1
H 6.295 1.091 -0.211 0.1 0.1 0.0
H 7.127 -0.461 -0.064 0.1 0.0 0.0
H 6.375 0.004 -1.594 0.1 0.0 -0.1



11
Properties=species:S:1:pos:R:3:forces:R:3 method="wB97M-V/def2-TZVPD" orbital_gap_ev="7.73 / 6.18" total_charge=-1 e_tot_ha=-625.72869 de_lowest_ev=4.572 homo_ev="-3.89 / -2.75"
C 3.431 0.162 -0.093 -1.7 -1.9 0.7
C -0.504 0.170 0.614 -0.1 -1.6 1.6
N 0.902 0.320 0.637 1.1 -2.2 0.3
O 3.110 1.320 -0.260 0.5 2.4 -0.2
O 4.420 -0.535 -0.128 2.2 -0.2 -0.3
P 1.923 -0.959 0.342 -0.5 -0.3 -1.1
H -0.977 -0.442 1.448 0.9 0.8 -0.5
H -0.900 1.098 0.588 -1.7 3.2 0.6
H -0.943 -0.243 -0.249 0.1 -1.1 -1.7
H 1.505 1.125 0.456 -0.8 1.0 -0.4
H 1.658 -0.970 -2.429 0.0 -0.1 1.0



20
Properties=species:S:1:pos:R:3:forces:R:3 method="wB97M-V/def2-TZVPD" orbital_gap_ev="9.68 / 1.64" total_charge=+1 e_tot_ha=-5676.67421 de_lowest_ev=0.054 homo_ev="-13.04 / -12.90" multiplicity=2
C 18.602 -17.327 -20.968 0.2 0.7 -0.1
Cl 18.262 -18.617 -22.118 0.1 0.0 0.3
Cl 17.613 -17.486 -19.484 0.0 0.1 -0.4
Cl 18.383 -15.746 -21.758 -0.1 -0.5 0.4
H 19.640 -17.365 -20.635 -0.2 -0.2 -0.3
C 17.657 -20.140 -25.274 0.7 0.4 -0.6
Cl 18.107 -20.175 -27.017 -0.4 -0.2 0.7
Cl 18.640 -21.362 -24.421 -0.5 0.4 -0.2
Cl 15.946 -20.327 -25.000 0.1 -0.2 -0.1
H 17.936 -19.138 -24.946 0.1 -0.4 0.2
C 23.354 -15.522 -21.222 0.4 1.2 -1.0
Cl 22.985 -13.910 -21.894 0.2 0.1 -0.1
Cl 23.801 -16.608 -22.544 0.2 0.0 0.4
Cl 21.936 -16.061 -20.415 -0.7 -0.7 0.9
H 24.163 -15.329 -20.518 -0.1 -0.6 -0.2
C 16.722 -19.125 -16.416 -0.1 -0.2 -0.1
Cl 16.568 -19.150 -14.661 0.1 0.1 -0.7
Cl 15.164 -19.147 -17.234 0.2 -0.2 0.3
Cl 17.619 -20.599 -16.882 -0.3 0.5 0.1
H 17.248 -18.246 -16.790 0.2 -0.2 0.4



23
Properties=species:S:1:pos:R:3:forces:R:3 method="wB97M-V/def2-TZVPD" orbital_gap_ev=10.21 total_charge=0 e_tot_ha=-330.44252 de_lowest_ev=0.691 homo_ev=-9.15 smiles="C=C(CC)C[C@@H](C)N"
C -1.914 -1.014 -0.693 -0.4 -0.3 0.5
C -1.476 0.430 -0.480 0.2 0.0 0.3
C -0.518 0.549 0.722 -0.3 -0.2 0.6
C 0.940 0.293 0.400 -0.4 0.4 0.0
C 1.626 1.283 -0.153 0.4 0.6 -0.3
C 1.481 -1.071 0.684 0.1 -0.8 -0.2
C 2.729 -1.464 -0.097 0.2 -0.4 0.6
N -2.604 1.334 -0.236 0.2 0.1 -0.3
H -2.507 -1.139 -1.592 0.2 0.0 -0.5
H -1.065 -1.703 -0.697 -0.1 0.0 -0.2
H -2.609 -1.338 0.101 0.4 0.2 0.1
H -0.906 0.761 -1.358 -0.3 0.1 0.0
H -0.644 1.535 1.170 0.2 0.2 -0.3
H -0.885 -0.120 1.515 0.2 -0.2 -0.2
H 2.655 1.253 -0.494 0.0 -0.4 0.2
H 1.197 2.271 -0.320 -0.3 -0.3 0.1
H 1.657 -1.224 1.757 0.0 0.3 0.0
H 0.718 -1.816 0.445 -0.2 0.1 0.1
H 2.499 -1.745 -1.124 0.1 0.3 -0.1
H 3.468 -0.673 -0.053 0.2 0.1 -0.3
H 3.197 -2.341 0.370 -0.1 0.1 -0.1
H -3.382 1.134 -0.858 0.1 0.0 0.2
H -2.909 1.228 0.725 -0.2 0.0 -0.1



25
Properties=species:S:1:pos:R:3:forces:R:3 method="wB97M-V/def2-TZVPD" orbital_gap_ev=8.37 total_charge=+1 e_tot_ha=-762.31786 de_lowest_ev=1.520 homo_ev=-11.46
C -0.865 1.164 -2.309 2.1 1.0 0.6
C -1.769 -0.885 -1.293 0.7 0.8 3.0
N -0.858 -0.255 -2.016 -0.5 -0.3 -1.3
N -2.772 -0.162 -0.747 0.9 -1.0 -0.9
N -1.500 -2.060 -0.681 -0.1 -0.9 -0.9
H -0.214 -0.791 -2.577 0.2 -0.2 0.4
H -2.969 0.672 -1.261 -0.7 0.5 0.3
H -3.485 -0.712 -0.302 -0.4 0.4 0.0
H -0.973 -2.808 -1.112 0.1 0.4 0.0
H -1.870 -2.291 0.230 -0.4 0.2 -0.3
H 0.206 1.449 -2.280 -0.1 -0.5 -0.9
H -0.999 1.803 -1.424 -1.5 -0.5 -0.1
H -1.283 1.467 -3.266 -0.4 0.0 0.3
C 1.694 -0.530 1.554 -0.7 1.0 -1.1
C 0.650 -1.058 2.476 -0.9 -1.5 1.7
C 2.428 2.059 0.764 -0.3 0.7 0.2
S 0.951 1.031 0.855 0.5 -0.3 0.2
H 2.594 -0.242 2.081 0.2 -0.1 0.1
H 1.938 -1.155 0.688 0.0 -0.1 0.4
H 0.838 -2.058 2.910 0.6 0.3 -0.3
H -0.368 -1.215 2.093 0.3 0.5 -0.5
H 3.224 1.538 0.234 0.0 0.3 0.1
H 2.145 2.998 0.291 0.0 -0.2 -0.7
H 2.723 2.450 1.738 0.2 -0.7 0.2
H 0.533 -0.411 3.352 0.0 0.1 -0.3



Repeat the third record exactly.
11
Properties=species:S:1:pos:R:3:forces:R:3 method="wB97M-V/def2-TZVPD" orbital_gap_ev="7.73 / 6.18" total_charge=-1 e_tot_ha=-625.72869 de_lowest_ev=4.572 homo_ev="-3.89 / -2.75"
C 3.431 0.162 -0.093 -1.7 -1.9 0.7
C -0.504 0.170 0.614 -0.1 -1.6 1.6
N 0.902 0.320 0.637 1.1 -2.2 0.3
O 3.110 1.320 -0.260 0.5 2.4 -0.2
O 4.420 -0.535 -0.128 2.2 -0.2 -0.3
P 1.923 -0.959 0.342 -0.5 -0.3 -1.1
H -0.977 -0.442 1.448 0.9 0.8 -0.5
H -0.900 1.098 0.588 -1.7 3.2 0.6
H -0.943 -0.243 -0.249 0.1 -1.1 -1.7
H 1.505 1.125 0.456 -0.8 1.0 -0.4
H 1.658 -0.970 -2.429 0.0 -0.1 1.0